ORCA calculation (ωB97M-V/def2-TZVPD) on a cluster of 5 separate species, C11H10BCl16NO5P in total.

Positions of all 45 atoms, in Å:
H  -0.658  3.608  -1.797
H  0.230  1.099  -2.435
Cl  -0.415  -0.242  6.539
Cl  0.491  1.153  4.187
H  -0.572  -0.886  0.878
Cl  -0.742  -1.431  3.927
Cl  2.199  -4.508  -3.660
Cl  1.886  -1.204  5.080
N  -3.593  3.048  -0.252
C  -2.580  3.646  -0.886
O  -0.177  -0.446  -1.211
Cl  -2.366  -7.762  -4.927
C  -1.187  1.695  -0.977
Cl  -0.012  -2.668  -3.684
C  3.871  4.465  4.548
C  0.539  -4.234  -3.096
Cl  5.340  3.806  5.283
C  0.297  -0.444  4.926
C  0.076  0.942  -1.366
C  -2.228  1.049  -0.323
Cl  4.263  5.176  2.984
H  -2.136  0.012  -0.064
H  0.827  -2.030  0.144
H  -2.707  4.698  -1.103
Cl  2.691  3.172  4.345
H  1.871  2.286  1.891
B  0.401  -0.895  0.079
P  2.071  2.716  -0.149
O  3.490  2.772  -0.894
H  -4.183  1.220  0.479
O  1.279  0.228  0.600
Cl  -4.336  -9.658  -4.009
C  -3.925  -7.941  -4.120
C  -1.402  3.037  -1.274
O  1.235  3.869  -0.514
C  1.343  1.088  -0.498
Cl  -3.830  -7.250  -2.502
Cl  -0.510  -5.517  -3.736
C  -3.377  1.752  -0.008
Cl  -5.169  -7.099  -5.051
H  2.113  0.636  -1.149
Cl  0.510  -4.262  -1.339
Cl  3.200  5.713  5.611
O  2.563  2.689  1.356
H  3.321  2.900  -1.831

Highest occupied orbital energy: -4.43 eV
E_LUMO: 1.63 eV
Energy relative to the best compared isomer or geometry (same formula, charge and spin): 0.00 kJ/mol
Charge: -1
HOMO-LUMO gap: 6.05 eV

natural (NBO) atomic charge list, values in e, 8 entries:
1. H 0.23
2. H 0.18
3. Cl 0.03
4. Cl 0.05
5. H -0.18
6. Cl 0.10
7. Cl 0.02
8. Cl 0.05